Computed, not measured: a 12-piece molecular cluster, C45H87BrFINO12PS overall in a non-equilibrium geometry, with wB97M-V/def2-TZVPD.

Last column: Löwdin charge in e.
CARTESIAN COORDINATES (ANGSTROEM)
1 C 3.661 0.439 1.382  -0.038
2 C 3.772 -0.887 0.646  -0.260
3 C 4.845 -1.095 -0.212  -0.039
4 C 4.906 -2.302 -0.875  -0.080
5 C 3.961 -3.279 -0.700  -0.068
6 C 2.886 -3.071 0.159  -0.200
7 C 1.865 -4.206 0.322  -0.137
8 C 0.652 -4.088 -0.610  -0.231
9 C 0.579 -4.753 -1.839  -0.478
10 Br 2.102 -5.812 -2.337  0.904
11 C -0.512 -4.643 -2.682  -0.234
12 C -0.675 -5.289 -4.062  -0.137
13 C -0.402 -6.815 -4.159  -0.187
14 C 0.688 -7.132 -5.191  -0.236
15 F 0.485 -6.408 -6.370  -0.075
16 C -1.553 -3.838 -2.261  0.014
17 C -1.549 -3.160 -1.071  -0.257
18 C -0.434 -3.303 -0.263  -0.360
19 S -0.489 -2.374 1.272  1.059
20 C -1.256 -0.875 0.678  -0.431
21 C -0.855 0.363 1.092  -0.114
22 C -1.472 1.502 0.586  -0.456
23 P -0.855 3.130 1.159  0.513
24 O 0.780 2.890 1.268  -0.420
25 I -1.093 4.684 -0.747  0.412
26 C -2.507 1.320 -0.307  -0.125
27 C -2.904 0.075 -0.721  -0.013
28 C -2.266 -1.052 -0.246  -0.275
29 N -2.638 -2.351 -0.673  0.100
30 C 2.816 -1.866 0.829  -0.028
31 H 3.505 1.277 0.695  0.081
32 H 2.897 0.377 2.165  0.073
33 H 4.613 0.633 1.892  0.058
34 H 5.607 -0.316 -0.331  0.100
35 H 5.756 -2.437 -1.544  0.109
36 H 4.027 -4.230 -1.219  0.054
37 H 2.363 -5.169 0.199  0.075
38 H 1.468 -4.175 1.345  0.098
39 H -0.088 -4.697 -4.777  0.117
40 H -1.722 -5.136 -4.345  0.108
41 H -0.110 -7.265 -3.207  0.086
42 H -1.311 -7.287 -4.550  0.111
43 H 0.696 -8.198 -5.454  0.117
44 H 1.688 -6.888 -4.822  0.052
45 H -2.422 -3.721 -2.911  0.127
46 H -0.037 0.498 1.799  0.103
47 H 1.157 2.781 0.381  0.034
48 H -3.043 2.175 -0.718  0.078
49 H -3.721 -0.076 -1.427  0.126
50 H -3.316 -2.233 -1.418  0.129
51 H 2.023 -1.645 1.534  0.067
52 C 0.255 7.031 -4.973  -0.091
53 C -1.133 7.544 -4.633  -0.321
54 O -1.422 7.356 -3.254  -0.136
55 H 0.340 5.971 -4.728  0.074
56 H 0.475 7.166 -6.033  0.072
57 H 1.014 7.558 -4.389  0.068
58 H -1.889 7.002 -5.201  0.110
59 H -1.218 8.610 -4.871  0.109
60 H -0.761 7.846 -2.748  0.040
61 C 8.475 2.302 1.550  -0.087
62 C 7.676 1.026 1.362  -0.312
63 O 7.726 0.608 0.005  -0.096
64 H 8.087 3.094 0.911  0.077
65 H 8.439 2.639 2.589  0.081
66 H 9.517 2.147 1.269  0.049
67 H 6.631 1.188 1.624  0.088
68 H 8.070 0.224 1.996  0.096
69 H 8.655 0.460 -0.214  0.059
70 C -5.621 -0.338 2.569  -0.063
71 C -6.343 -1.653 2.354  -0.300
72 O -6.213 -2.087 0.996  -0.086
73 H -6.019 0.431 1.908  0.046
74 H -5.723 -0.004 3.602  0.058
75 H -4.556 -0.441 2.336  0.075
76 H -7.407 -1.546 2.566  0.100
77 H -5.940 -2.427 3.006  0.087
78 H -5.273 -2.192 0.817  0.061
79 C 2.948 -3.707 -6.503  -0.088
80 C 1.912 -3.072 -7.410  -0.323
81 O 2.425 -1.894 -8.029  -0.086
82 H 3.262 -3.003 -5.730  0.078
83 H 2.549 -4.603 -6.023  0.052
84 H 3.842 -3.982 -7.070  0.074
85 H 1.031 -2.780 -6.839  0.108
86 H 1.601 -3.774 -8.190  0.109
87 H 3.197 -2.148 -8.544  0.076
88 C -4.239 1.546 7.387  -0.094
89 C -4.955 0.231 7.146  -0.316
90 O -4.813 -0.186 5.789  -0.097
91 H -4.634 2.321 6.728  0.077
92 H -4.355 1.872 8.422  0.073
93 H -3.172 1.451 7.169  0.072
94 H -6.021 0.334 7.343  0.112
95 H -4.556 -0.551 7.801  0.107
96 H -3.873 -0.289 5.612  0.083
97 C -8.838 1.614 -0.805  -0.088
98 C -8.038 1.647 0.483  -0.311
99 O -6.645 1.803 0.216  -0.102
100 H -8.498 0.796 -1.442  0.076
101 H -9.902 1.484 -0.602  0.075
102 H -8.700 2.541 -1.369  0.071
103 H -8.161 0.714 1.031  0.100
104 H -8.372 2.471 1.122  0.114
105 H -6.530 2.632 -0.259  0.081
106 C 12.108 -1.066 2.253  -0.086
107 C 10.683 -0.711 1.874  -0.315
108 O 10.600 -0.400 0.480  -0.091
109 H 12.780 -0.237 2.026  0.077
110 H 12.184 -1.298 3.316  0.077
111 H 12.457 -1.929 1.681  0.074
112 H 10.345 0.162 2.429  0.102
113 H 10.004 -1.542 2.090  0.116
114 H 10.889 -1.178 -0.007  0.090
115 C 0.299 11.652 -0.305  -0.092
116 C -0.444 10.338 -0.457  -0.306
117 O -0.333 9.842 -1.792  -0.093
118 H -0.095 12.394 -1.000  0.076
119 H 0.207 12.037 0.712  0.075
120 H 1.360 11.525 -0.535  0.072
121 H -1.504 10.471 -0.247  0.115
122 H -0.046 9.588 0.234  0.111
123 H 0.604 9.715 -1.977  0.084
124 C -10.097 -3.053 4.253  -0.089
125 C -11.108 -2.463 3.287  -0.317
126 O -10.598 -1.279 2.675  -0.091
127 H -9.844 -2.329 5.030  0.082
128 H -10.490 -3.955 4.727  0.078
129 H -9.174 -3.303 3.739  0.036
130 H -12.027 -2.190 3.806  0.108
131 H -11.358 -3.185 2.502  0.106
132 H -9.794 -1.520 2.205  0.062
133 C 10.511 4.367 -2.189  -0.092
134 C 10.707 5.122 -0.887  -0.316
135 O 10.586 4.247 0.231  -0.095
136 H 9.530 3.890 -2.208  0.076
137 H 10.593 5.037 -3.047  0.072
138 H 11.256 3.575 -2.292  0.072
139 H 9.950 5.897 -0.776  0.111
140 H 11.694 5.596 -0.862  0.107
141 H 11.260 3.566 0.143  0.079
142 C -6.507 -6.446 4.010  -0.090
143 C -7.016 -5.251 3.226  -0.307
144 O -7.249 -4.138 4.084  -0.121
145 H -7.225 -6.730 4.781  0.076
146 H -6.338 -7.303 3.355  0.074
147 H -5.569 -6.204 4.516  0.073
148 H -7.962 -5.489 2.739  0.115
149 H -6.294 -4.960 2.455  0.108
150 H -6.413 -3.918 4.509  0.084

For the max |F|, the calculation gives 1.80 eV/A. The lowest unoccupied orbital energy comes out at 0.3390 eV. As for the spin multiplicity: 1. As for the SMILES: Cc1cccc(Cc2c(Br)c(CCCF)cc3c2Sc2cc(P(O)I)ccc2N3)c1.CCO.CCO.CCO.CCO.CCO.CCO.CCO.CCO.CCO.CCO.CCO. For the total energy, the calculation gives -6435.5310 Ha. The orbital gap is 8.327 eV. The net charge is 0.